# C42H42CaF4N8

A molecular structure, C42H42CaF4N8 (the ωB97M-V functional and the def2-TZVPD basis, the OMol25 dataset).

Last column: Löwdin charge in e.
CARTESIAN COORDINATES (ANGSTROEM)
Ca 0.28771 0.05246 -0.34387  1.14
C 0.09919 4.88025 1.61756  -0.06
N -0.72143 3.67739 1.51829  -0.17
C -1.28167 3.46654 0.19367  -0.05
C -0.32612 2.56390 2.22426  -0.43
N -0.23845 1.41267 1.63794  0.08
N -0.04897 2.80694 3.55346  -0.16
C 0.63328 1.80524 4.34327  -0.05
C -0.87720 3.71243 4.32377  -0.07
H 0.78181 4.94281 0.76313  0.09
H 0.70154 4.86523 2.52085  0.08
H -0.53535 5.77049 1.62000  0.08
H -1.78188 4.38519 -0.11779  0.09
H -2.01369 2.66220 0.21406  0.07
H -0.51926 3.20734 -0.54790  0.07
H -0.04229 0.68222 2.32081  0.04
H 1.39938 1.32874 3.74433  0.06
H -0.04954 1.04314 4.74200  0.10
H 1.12797 2.29687 5.18155  0.10
H -1.47051 4.33796 3.66384  0.08
H -0.25643 4.35150 4.95706  0.09
H -1.55759 3.14904 4.97419  0.09
C -5.03436 2.70431 -3.97371  -0.07
C -4.21588 1.99027 -2.92432  -0.31
C -4.83610 1.46837 -1.79619  -0.06
C -4.05735 0.79165 -0.84986  -0.30
C -4.68502 0.21887 0.39769  -0.06
C -2.70457 0.66079 -1.05034  -0.06
C -1.99967 1.21279 -2.17259  -0.30
C -2.84291 1.86928 -3.11378  -0.01
N -0.65620 1.07389 -2.15028  -0.10
C 0.33131 1.42659 -3.16702  -0.47
C 1.34369 2.41157 -2.53440  -0.10
C 2.54954 2.66547 -3.44313  -0.29
C 2.06167 3.29508 -4.74911  -0.13
C 1.07074 2.34117 -5.42005  -0.29
C 1.78756 1.02734 -5.74453  -0.13
C 2.28192 0.38670 -4.44479  -0.29
C 3.25513 1.33620 -3.73594  -0.12
C 1.08093 0.12233 -3.53578  -0.09
C -0.12300 2.07867 -4.48770  -0.10
H -6.08880 2.73674 -3.69482  0.06
H -4.95592 2.19710 -4.93876  0.07
H -4.68854 3.73126 -4.11630  0.07
H -5.90735 1.57150 -1.65530  0.09
H -5.77209 0.30420 0.36361  0.06
H -4.33272 0.74827 1.28685  0.07
H -4.42432 -0.83361 0.52383  0.08
H -2.13073 0.11932 -0.30204  0.06
H -2.43545 2.31438 -4.00637  0.07
H 1.69893 2.02770 -1.57596  0.08
H 0.82316 3.35567 -2.33558  0.12
H 3.24457 3.34449 -2.94097  0.14
H 2.90741 3.49108 -5.41846  0.11
H 1.57637 4.25523 -4.54112  0.11
H 0.69631 2.79240 -6.34509  0.13
H 2.63374 1.22152 -6.41372  0.11
H 1.10700 0.34397 -6.26385  0.12
H 2.78563 -0.55834 -4.66787  0.14
H 4.13958 1.50826 -4.35957  0.11
H 3.59084 0.88702 -2.79699  0.11
H 1.41766 -0.37934 -2.61888  0.09
H 0.36771 -0.55497 -4.01438  0.13
H -0.83282 1.42091 -4.99772  0.12
H -0.62490 3.02693 -4.27903  0.11
F 5.74882 1.25313 4.07031  0.08
C 4.83367 0.28140 4.26761  -0.17
C 5.01621 -0.55603 5.34988  -0.16
F 6.09959 -0.32429 6.12243  0.07
C 4.15735 -1.61679 5.66530  -0.07
C 3.09710 -1.74024 4.75456  -0.16
C 2.91575 -0.89165 3.68158  -0.17
F 1.81897 -1.09751 2.90761  0.06
C 3.76873 0.16699 3.38330  -0.10
C 3.54478 1.11781 2.27405  -0.22
C 2.98764 0.72340 1.07190  -0.22
N 2.48689 0.42217 0.05973  0.00
C 3.73705 2.51373 2.42750  -0.27
N 3.85711 3.66159 2.53071  0.10
F 2.17562 -2.70630 4.93182  0.08
C 4.33887 -2.48327 6.81028  -0.22
C 5.36092 -2.29273 7.77766  -0.29
N 6.16443 -2.18737 8.60613  0.08
C 3.50383 -3.59561 7.09438  -0.29
N 2.86664 -4.51715 7.38925  0.08
C -0.09953 -2.25265 -0.25927  -0.05
C -0.20461 -3.51716 0.30832  -0.44
C -0.39328 -3.68009 1.72696  -0.08
C -0.48241 -4.92101 2.31132  -0.11
C -0.40292 -6.08638 1.53737  -0.12
C -0.21738 -5.96897 0.15655  -0.13
C -0.11502 -4.73443 -0.44501  -0.09
H -0.43404 -2.78545 2.33571  0.09
H -0.59602 -4.99587 3.38672  0.10
H -0.45993 -7.06051 2.00598  0.08
H -0.14172 -6.86317 -0.45341  0.09
H 0.04060 -4.65802 -1.51475  0.09

**Highest occupied orbital energy (alpha / beta)**: -0.0672 / -0.0706 hartree
**Max |F|**: 0.99 eV Å⁻¹
**Kohn-Sham gap (alpha / beta)**: 5.6 / 5.7 eV
**Total charge**: -2